# 1
Entry from the OMol25 dataset: a molecular structure, C24H19AuF6O7P2S2Se (ωB97M-V/def2-TZVPD).

```
62
Properties=species:S:1:pos:R:3
Au 0.86 2.29 0.47
O 3.31 1.69 1.08
S 3.62 1.55 -0.34
O 4.79 2.19 -0.83
O 2.37 1.77 -1.16
C 3.79 -0.21 -0.48
C 4.99 -0.81 -0.80
C 5.06 -2.20 -0.81
C 3.94 -2.96 -0.53
C 2.73 -2.34 -0.22
C 2.65 -0.95 -0.17
P 1.04 -0.18 0.27
C 0.57 -0.95 1.84
C -0.74 -0.77 2.28
C -1.14 -1.22 3.52
C -0.22 -1.87 4.34
C 1.09 -2.05 3.92
C 1.49 -1.57 2.68
C -0.01 -0.90 -1.02
C -0.89 -1.96 -0.78
C -1.56 -2.55 -1.83
C -1.38 -2.09 -3.12
C -0.53 -1.02 -3.36
C 0.15 -0.42 -2.32
H 5.85 -0.19 -1.04
H 6.00 -2.69 -1.05
H 3.99 -4.04 -0.55
H 1.85 -2.94 -0.03
H -1.46 -0.25 1.65
H -2.15 -1.04 3.86
H -0.53 -2.23 5.32
H 1.80 -2.54 4.56
H 2.52 -1.68 2.37
H -1.04 -2.33 0.23
H -2.24 -3.38 -1.64
H -1.92 -2.55 -3.95
H -0.40 -0.64 -4.37
H 0.81 0.42 -2.50
S -2.89 1.79 -1.04
C -3.68 0.21 -0.90
C -3.90 -0.47 0.29
C -4.56 -1.70 0.26
C -5.03 -2.22 -0.94
C -4.84 -1.51 -2.12
C -4.15 -0.31 -2.10
H -3.57 -0.06 1.23
H -4.71 -2.24 1.18
H -5.55 -3.17 -0.96
H -5.21 -1.91 -3.06
H -3.97 0.23 -3.02
F 1.29 4.49 0.06
P 1.80 6.05 -0.38
F 2.29 7.52 -0.79
F 2.29 5.44 -1.78
F 3.23 5.70 0.27
F 1.28 6.56 1.05
F 0.34 6.30 -1.00
O -2.86 1.67 2.66
Se -1.97 2.66 1.75
O -0.37 2.64 2.22
O -1.74 1.83 0.15
O -2.60 4.10 1.47
```

The expectation value of S² is 0.76. The HOMO-LUMO gap (spin up / spin down) is 8.337 / 6.733 eV. The multiplicity is 2. The energy above the lowest of the compared OMol25 structures with the same formula, charge and spin is 31.8 kcal per mole. Its lowest unoccupied orbital energy (spin up / spin down) is 2.05 / 0.20 eV. As for the total charge: -1.

***

# 2
Entry from the OMol25 dataset: a molecular structure, C24H19BrN3O3RbSTe (ωB97M-V/def2-TZVPD).

```
53
Properties=species:S:1:pos:R:3
Rb -1.82 1.12 -0.44
Br 4.74 -4.77 -0.22
C 4.76 -3.38 1.08
C 5.96 -2.78 1.41
C 5.96 -1.77 2.36
C 4.78 -1.34 2.95
C 3.59 -1.97 2.61
C 3.58 -2.99 1.68
N 4.92 -0.40 4.01
N 4.02 0.45 4.30
C 2.94 0.80 3.54
C 1.85 1.24 4.31
C 0.60 1.49 3.81
C 0.33 1.37 2.40
O -0.78 1.57 1.89
C 1.52 1.06 1.55
N 1.29 1.08 0.23
C 2.31 0.92 -0.59
C 3.63 0.79 -0.14
C 3.87 0.75 1.21
C 2.79 0.82 2.11
H 6.88 -3.10 0.94
H 6.89 -1.30 2.66
H 2.65 -1.66 3.06
H 2.64 -3.47 1.41
H 2.03 1.33 5.38
H -0.22 1.78 4.44
H 2.08 0.92 -1.65
H 4.44 0.73 -0.85
H 4.88 0.66 1.57
O -4.15 1.18 -3.00
C -3.10 0.49 -3.08
O -1.93 0.90 -2.90
C -3.30 -0.97 -3.42
C -3.10 -1.36 -4.73
C -3.29 -2.68 -5.14
C -3.67 -3.61 -4.19
C -3.85 -3.23 -2.87
C -3.67 -1.91 -2.43
S -3.87 -1.51 -0.73
H -2.80 -0.61 -5.45
H -3.14 -2.97 -6.17
H -3.82 -4.65 -4.47
H -4.13 -3.97 -2.13
C -4.56 5.35 -0.68
Te -4.14 3.57 -1.89
C -5.51 2.42 -0.72
H -5.40 5.14 -0.02
H -4.82 6.18 -1.33
H -3.70 5.62 -0.07
H -6.53 2.76 -0.91
H -5.27 2.55 0.33
H -5.39 1.38 -1.02
```

The HOMO-LUMO gap is 4.817 eV. The multiplicity is 1. The energy above the lowest of the compared OMol25 structures with the same formula, charge and spin is 3.0 kcal per mole. Its lowest unoccupied orbital energy is 3.74 eV. As for the total charge: -2.

***

# 3
Entry from the OMol25 dataset: a molecular structure, C24H19ClCoIN6O3S3Se (ωB97M-V/def2-TZVPD).

```
59
Properties=species:S:1:pos:R:3
Co 0.41 0.08 -0.25
O -1.66 4.47 1.71
C -0.55 4.89 1.09
C -0.15 6.22 1.31
C 0.97 6.72 0.69
C 1.73 5.93 -0.17
C 1.35 4.62 -0.38
C 0.22 4.08 0.25
C -0.11 2.66 0.01
O 0.75 1.92 -0.61
N -1.25 2.20 0.44
N -1.40 0.85 0.08
C -2.62 0.53 -0.12
S -3.92 1.64 0.25
C -5.23 0.59 -0.43
C -4.81 -0.86 -0.27
S -3.09 -0.98 -0.86
H -1.82 3.54 1.44
H -0.76 6.82 1.97
H 1.25 7.75 0.87
H 2.60 6.34 -0.66
H 1.92 3.99 -1.05
H -5.37 0.84 -1.48
H -6.14 0.80 0.12
H -5.40 -1.53 -0.89
H -4.87 -1.18 0.77
Cl 3.35 -5.98 -0.22
C 3.01 -4.28 -0.36
C 3.99 -3.43 -0.79
C 3.75 -2.05 -0.90
I 5.28 -0.76 -1.48
C 2.52 -1.51 -0.61
O 2.21 -0.25 -0.66
C 1.51 -2.42 -0.16
N 0.33 -1.82 0.16
C -0.62 -2.55 0.71
C -0.48 -3.93 0.90
C 0.67 -4.56 0.52
C 1.73 -3.79 -0.01
H 4.97 -3.82 -1.04
H -1.52 -2.04 1.01
H -1.30 -4.48 1.33
H 0.79 -5.62 0.64
Se -0.14 -0.20 -2.57
C -0.54 -1.99 -2.65
N -0.80 -3.12 -2.68
C 3.20 0.32 4.22
N 3.38 1.05 2.98
C 4.51 1.76 2.60
C 4.28 2.25 1.37
N 3.01 1.85 1.02
C 2.47 1.10 1.99
S 0.94 0.36 2.03
H 4.06 0.49 4.85
H 3.09 -0.75 4.01
H 2.30 0.67 4.73
H 5.37 1.84 3.25
H 4.90 2.84 0.72
H 2.52 1.99 0.14
```

The HOMO-LUMO gap is 7.185 eV. The multiplicity is 1. The energy above the lowest of the compared OMol25 structures with the same formula, charge and spin is 0.0 kcal per mole. Its lowest unoccupied orbital energy is -0.41 eV. As for the total charge: 0.